1.
ORCA calculation (ωB97M-V/def2-TZVPD) on a structure of composition C5H10NS.

Frontier orbital gap in eV: 9.099
M in g/mol: 116.2
LUMO energy in eV: -4.306
Energy above the lowest of the compared OMol25 structures with the same formula, charge and spin in eV: 2.6030

ORCA input file:
```
! wB97M-V def2-TZVPD RIJCOSX def2/J DEFGRID3
* xyz 1 1
C -0.06132 -0.93197 -0.20745
C -0.33896 -0.13569 -1.39806
C 0.47329 0.24004 0.60738
C -0.68364 0.86625 -0.18784
C 1.93935 0.60164 0.35607
N -0.73455 -1.91857 0.25207
S -2.43085 0.58453 0.38539
H -1.17876 -0.45430 -2.02356
H 0.46939 0.19081 -2.00179
H 0.34034 0.11884 1.73057
H -0.85679 1.93541 -0.51692
H 2.39421 0.95573 1.16837
H 2.15062 1.24888 -0.45744
H 2.58268 -0.25180 0.22901
H -1.07104 -2.56087 -0.41520
H -0.57501 -2.22186 1.21268
H -2.41896 1.73296 1.26673
*
```

List of Löwdin charges in e, atom by atom: atom 1 (C): -0.283, atom 2 (C): -0.033, atom 3 (C): -0.228, atom 4 (C): -0.533, atom 5 (C): -0.009, atom 6 (N): 0.263, atom 7 (S): 0.755, atom 8 (H): 0.132, atom 9 (H): 0.125, atom 10 (H): 0.173, atom 11 (H): 0.132, atom 12 (H): 0.041, atom 13 (H): 0.090, atom 14 (H): 0.098, atom 15 (H): 0.144, atom 16 (H): 0.171, atom 17 (H): -0.038

2.
ORCA calculation (ωB97M-V/def2-TZVPD) on the ion C5H10NS with charge +1.

Frontier orbital gap (spin up / spin down) in eV: 6.355 / 7.627
M in g/mol: 116.2
LUMO energy (spin up / spin down) in eV: -3.123 / -6.914
Energy above the lowest of the compared OMol25 structures with the same formula, charge and spin in eV: 2.4591
<S²>: 2.01

ORCA input file:
```
! wB97M-V def2-TZVPD RIJCOSX def2/J DEFGRID3
* xyz 1 3
C 1.09029 0.44248 0.10077
C 2.33418 0.28145 0.44535
C -1.14467 0.35645 0.65265
C -1.34398 1.34331 -0.46610
C -0.19388 -1.41842 -0.70077
N 0.06732 -0.50779 0.49535
S 0.35088 1.79146 -0.95551
H 3.04038 1.05082 0.10232
H 2.74488 -0.44303 1.30125
H -0.85849 0.75507 1.59278
H -2.04444 -0.25770 0.83738
H -1.77041 0.87385 -1.46113
H -1.96662 2.05235 -0.12005
H 0.32779 -1.14403 -1.70388
H 0.18463 -2.49509 -0.44992
H -1.23662 -1.54735 -0.87790
H 0.41876 -1.13383 1.20740
*
```

List of Löwdin charges in e, atom by atom: atom 1 (C): -0.594, atom 2 (C): -0.015, atom 3 (C): -0.189, atom 4 (C): -0.380, atom 5 (C): -0.002, atom 6 (N): -0.122, atom 7 (S): 1.075, atom 8 (H): 0.076, atom 9 (H): 0.132, atom 10 (H): 0.130, atom 11 (H): 0.154, atom 12 (H): 0.139, atom 13 (H): 0.053, atom 14 (H): 0.144, atom 15 (H): 0.140, atom 16 (H): 0.077, atom 17 (H): 0.183

3.
ORCA calculation (ωB97M-V/def2-TZVPD) on the ion C5H10O with charge -1.

Frontier orbital gap (spin up / spin down) in eV: 6.758 / 6.749
M in g/mol: 86.1
LUMO energy (spin up / spin down) in eV: 4.487 / 4.373
Energy above the lowest of the compared OMol25 structures with the same formula, charge and spin in eV: 2.2228
<S²>: 0.76

ORCA input file:
```
! wB97M-V def2-TZVPD RIJCOSX def2/J DEFGRID3
* xyz -1 2
O 1.76797 0.52438 1.05629
C 1.85442 0.01064 -0.19716
C 0.50360 -0.63807 -0.92848
C -0.79928 -0.52432 -0.31345
C -0.72944 -0.71298 1.21830
C -1.16936 1.28702 -0.53063
H 2.27983 0.83493 -0.80459
H 0.71377 -1.48527 -1.60126
H 2.56501 -0.81691 -0.14313
H -1.70749 -1.01827 -0.70604
H -0.62993 -1.77415 1.41286
H -1.52247 -0.15231 1.79407
H 0.26495 -0.28416 1.43131
H -1.21256 1.46693 -1.61707
H -1.98789 1.70431 0.04799
H -0.19112 1.57824 -0.11900
*
```

List of Löwdin charges in e, atom by atom: atom 1 (O): -0.393, atom 2 (C): -0.469, atom 3 (C): -0.075, atom 4 (C): -0.375, atom 5 (C): -0.134, atom 6 (C): -0.041, atom 7 (H): 0.067, atom 8 (H): 0.054, atom 9 (H): 0.058, atom 10 (H): 0.088, atom 11 (H): 0.051, atom 12 (H): 0.074, atom 13 (H): 0.018, atom 14 (H): 0.027, atom 15 (H): 0.019, atom 16 (H): 0.030

4.
ORCA calculation (ωB97M-V/def2-TZVPD) on the molecule C5H10O.

Structure (SMILES): CC1(C)C[C@H]1O
Frontier orbital gap in eV: 10.213
M in g/mol: 86.1
LUMO energy in eV: 0.899
Energy above the lowest of the compared OMol25 structures with the same formula, charge and spin in eV: 1.8265

ORCA input file:
```
! wB97M-V def2-TZVPD RIJCOSX def2/J DEFGRID3
* xyz 0 1
C 0.50590 1.41506 -0.15928
C -0.18046 0.04089 -0.14548
C -1.64309 0.15972 0.20205
C 0.49510 -0.88166 -1.11772
C 0.62996 -1.15719 0.35509
O 1.63817 -0.76732 1.25263
H 0.27951 2.05426 0.70273
H 1.59260 1.36198 -0.26263
H 0.13104 1.94687 -1.04622
H -2.16653 -0.79264 0.09053
H -2.16086 0.94744 -0.36138
H -1.69064 0.44756 1.26366
H -0.16435 -1.58871 -1.62163
H 1.33208 -0.52459 -1.70698
H 0.33094 -2.19113 0.56977
H 1.07063 -0.47054 1.98485
*
```

List of Löwdin charges in e, atom by atom: atom 1 (C): -0.049, atom 2 (C): -0.483, atom 3 (C): -0.048, atom 4 (C): -0.049, atom 5 (C): -0.305, atom 6 (O): -0.033, atom 7 (H): 0.080, atom 8 (H): 0.081, atom 9 (H): 0.089, atom 10 (H): 0.080, atom 11 (H): 0.080, atom 12 (H): 0.084, atom 13 (H): 0.111, atom 14 (H): 0.109, atom 15 (H): 0.146, atom 16 (H): 0.106

5.
ORCA calculation (ωB97M-V/def2-TZVPD) on a structure of composition C5H10O.

Frontier orbital gap in eV: 7.415
M in g/mol: 86.1
LUMO energy in eV: 0.701
Energy above the lowest of the compared OMol25 structures with the same formula, charge and spin in eV: 6.7814

ORCA input file:
```
! wB97M-V def2-TZVPD RIJCOSX def2/J DEFGRID3
* xyz 0 1
C -1.80215 -0.44197 0.38498
C -0.99505 0.42121 -0.55870
C -0.02406 1.43242 0.03125
C 0.50658 0.28201 -0.73913
C 2.19278 -0.41351 0.10597
O 0.95068 -1.27701 -0.26541
H -2.04182 -1.41264 -0.06654
H -1.25838 -0.62452 1.32138
H -2.74477 0.04338 0.66269
H -1.53317 0.72071 -1.45862
H 0.09007 2.43029 -0.38914
H 0.07629 1.40021 1.11441
H 0.90249 0.42271 -1.73162
H 3.05002 -1.06585 -0.11230
H 2.13442 -0.26292 1.19327
H 0.49607 -1.65451 0.50752
*
```

List of Löwdin charges in e, atom by atom: atom 1 (C): -0.079, atom 2 (C): -0.289, atom 3 (C): -0.084, atom 4 (C): -0.221, atom 5 (C): -0.085, atom 6 (O): -0.113, atom 7 (H): 0.080, atom 8 (H): 0.076, atom 9 (H): 0.078, atom 10 (H): 0.131, atom 11 (H): 0.108, atom 12 (H): 0.111, atom 13 (H): 0.129, atom 14 (H): 0.022, atom 15 (H): 0.029, atom 16 (H): 0.108

6.
ORCA calculation (ωB97M-V/def2-TZVPD) on a cluster of 2 separate species, C5H10O in total.

Frontier orbital gap in eV: 9.038
M in g/mol: 86.1
LUMO energy in eV: 0.740
Energy above the lowest of the compared OMol25 structures with the same formula, charge and spin in eV: 5.2868

ORCA input file:
```
! wB97M-V def2-TZVPD RIJCOSX def2/J DEFGRID3
* xyz 0 1
C -1.23819 2.21826 -0.41302
O -0.25338 1.21460 -0.46920
C -0.76953 -0.07278 -0.73254
C 0.17752 -1.19870 -0.82187
C 1.01291 -1.97624 1.05767
C 1.68657 -0.80450 1.14362
H -2.02922 1.97735 0.31480
H -0.74402 3.13996 -0.09655
H -1.71165 2.39344 -1.39069
H -1.69397 -0.24241 -0.15695
H -1.06695 -0.19343 -1.81159
H 1.06393 -0.80030 -1.34173
H 1.50488 -2.87776 0.70266
H 0.08138 -2.12606 1.59435
H 1.27434 0.06243 1.64884
H 2.70537 -0.71387 0.77220
*
```

List of Löwdin charges in e, atom by atom: atom 1 (C): -0.126, atom 2 (O): -0.205, atom 3 (C): -0.376, atom 4 (C): 0.075, atom 5 (C): -0.135, atom 6 (C): -0.056, atom 7 (H): 0.086, atom 8 (H): 0.087, atom 9 (H): 0.088, atom 10 (H): 0.116, atom 11 (H): 0.136, atom 12 (H): 0.029, atom 13 (H): 0.072, atom 14 (H): 0.074, atom 15 (H): 0.065, atom 16 (H): 0.070

7.
ORCA calculation (ωB97M-V/def2-TZVPD) on the molecule C5H10O.

Frontier orbital gap in eV: 8.588
M in g/mol: 86.1
LUMO energy in eV: 1.089
Energy above the lowest of the compared OMol25 structures with the same formula, charge and spin in eV: 3.4767

ORCA input file:
```
! wB97M-V def2-TZVPD RIJCOSX def2/J DEFGRID3
* xyz 0 1
C -1.63438 -1.15944 0.37113
C -2.35574 -0.33994 -0.61041
C 0.09111 0.35728 -0.33719
O -0.06721 -0.62968 0.48327
C 1.44926 0.99601 -0.34682
C 2.53048 0.50616 0.58937
H -3.31337 -0.86850 -0.50664
H -1.59110 -2.20600 0.05518
H -2.09100 -1.05909 1.36399
H -2.47191 0.70231 -0.32013
H -1.97211 -0.43285 -1.62505
H 1.26283 2.07199 -0.20570
H 1.76124 0.92450 -1.40031
H 2.72170 -0.55352 0.41440
H 3.45793 1.06300 0.44570
H 2.22227 0.62778 1.62923
*
```

List of Löwdin charges in e, atom by atom: atom 1 (C): -0.134, atom 2 (C): -0.168, atom 3 (C): -0.119, atom 4 (O): -0.066, atom 5 (C): -0.273, atom 6 (C): -0.125, atom 7 (H): 0.088, atom 8 (H): 0.112, atom 9 (H): 0.114, atom 10 (H): 0.076, atom 11 (H): 0.075, atom 12 (H): 0.107, atom 13 (H): 0.108, atom 14 (H): 0.070, atom 15 (H): 0.067, atom 16 (H): 0.071

8.
ORCA calculation (ωB97M-V/def2-TZVPD) on the molecule C5H10O.

Structure (SMILES): CC/C=C/CO
Frontier orbital gap in eV: 10.146
M in g/mol: 86.1
LUMO energy in eV: 1.019
Energy above the lowest of the compared OMol25 structures with the same formula, charge and spin in eV: 3.0932

ORCA input file:
```
! wB97M-V def2-TZVPD RIJCOSX def2/J DEFGRID3
* xyz 0 1
C 1.37134 2.06773 -0.59183
C 0.89775 0.65541 -1.02387
C 0.37869 -0.19709 0.06580
C -0.86391 -0.81345 0.06660
C -1.49026 -1.49810 1.29114
O -1.82782 -2.67087 0.55278
H 1.88665 2.01912 0.38756
H 0.63519 2.93449 -0.50699
H 2.33405 2.46200 -1.16817
H 1.54126 0.06000 -1.56470
H 0.13358 0.77371 -1.75822
H 0.93393 -0.02010 1.05336
H -1.64493 -0.50882 -0.53416
H -2.41922 -0.82901 1.73036
H -0.74921 -1.67205 2.03197
H -1.11709 -2.76296 -0.03164
*
```

List of Löwdin charges in e, atom by atom: atom 1 (C): -0.111, atom 2 (C): -0.284, atom 3 (C): -0.098, atom 4 (C): -0.116, atom 5 (C): -0.234, atom 6 (O): -0.076, atom 7 (H): 0.051, atom 8 (H): 0.086, atom 9 (H): 0.101, atom 10 (H): 0.078, atom 11 (H): 0.094, atom 12 (H): 0.131, atom 13 (H): 0.086, atom 14 (H): 0.171, atom 15 (H): 0.085, atom 16 (H): 0.035

9.
ORCA calculation (ωB97M-V/def2-TZVPD) on the molecule C5H10O.

Structure (SMILES): CCC[C@H]1CO1
Frontier orbital gap in eV: 11.354
M in g/mol: 86.1
LUMO energy in eV: 1.132
Energy above the lowest of the compared OMol25 structures with the same formula, charge and spin in eV: 1.3532

ORCA input file:
```
! wB97M-V def2-TZVPD RIJCOSX def2/J DEFGRID3
* xyz 0 1
C 1.33352 0.24962 1.43069
C 1.13522 0.67742 -0.02251
C -0.34408 0.89517 -0.39374
C -0.91293 -0.29230 -1.13145
C -1.47151 -1.45423 -0.43919
O -2.31460 -0.50006 -1.07002
H 0.73033 -0.63293 1.67320
H 1.03674 1.05295 2.11479
H 2.38137 0.00501 1.63514
H 1.56558 -0.08488 -0.68530
H 1.70993 1.59131 -0.20600
H -0.46113 1.78400 -1.02508
H -0.94883 1.06896 0.50548
H -0.48784 -0.46213 -2.12457
H -1.44171 -2.43580 -0.91225
H -1.51004 -1.46209 0.65081
*
```

List of Löwdin charges in e, atom by atom: atom 1 (C): -0.116, atom 2 (C): -0.254, atom 3 (C): -0.163, atom 4 (C): -0.327, atom 5 (C): -0.120, atom 6 (O): -0.040, atom 7 (H): 0.066, atom 8 (H): 0.074, atom 9 (H): 0.069, atom 10 (H): 0.106, atom 11 (H): 0.101, atom 12 (H): 0.115, atom 13 (H): 0.122, atom 14 (H): 0.146, atom 15 (H): 0.111, atom 16 (H): 0.111

10.
ORCA calculation (ωB97M-V/def2-TZVPD) on the molecule C5H10O.

Structure (SMILES): C[C@H]1C[C@]1(C)O
Frontier orbital gap in eV: 10.520
M in g/mol: 86.1
LUMO energy in eV: 1.027
Energy above the lowest of the compared OMol25 structures with the same formula, charge and spin in eV: 1.0681

ORCA input file:
```
! wB97M-V def2-TZVPD RIJCOSX def2/J DEFGRID3
* xyz 0 1
C -0.75334 -0.10138 1.71787
C -0.55670 -0.72856 0.35280
C -1.10392 -0.05634 -0.88288
C 0.37103 -0.18532 -0.72041
C 1.22917 1.04589 -0.51941
O 0.94218 -1.13829 -1.58193
H -1.79654 0.20569 1.84932
H -0.51155 -0.80524 2.52035
H -0.12879 0.78773 1.87048
H -0.63541 -1.81473 0.33385
H -1.57065 -0.67895 -1.63900
H -1.53754 0.93471 -0.76419
H 1.05634 1.76428 -1.32665
H 2.29025 0.77374 -0.53894
H 1.03266 1.55134 0.43265
H 1.67281 -1.55459 -1.10392
*
```

List of Löwdin charges in e, atom by atom: atom 1 (C): -0.066, atom 2 (C): -0.251, atom 3 (C): -0.049, atom 4 (C): -0.538, atom 5 (C): -0.008, atom 6 (O): 0.001, atom 7 (H): 0.077, atom 8 (H): 0.073, atom 9 (H): 0.062, atom 10 (H): 0.135, atom 11 (H): 0.111, atom 12 (H): 0.115, atom 13 (H): 0.087, atom 14 (H): 0.082, atom 15 (H): 0.067, atom 16 (H): 0.103